(1)
89
Properties=species:S:1:pos:R:3:forces:R:3 method="wB97M-V/def2-TZVPD" orbital_gap_ev=8.55 smiles="C=CC[C@]1([PH2]=O)OC(=O)O[C@]1(COCCC)ON=O.FC(F)C(F)(F)COC(F)(F)C(F)F.FC(F)C(F)(F)COC(F)(F)C(F)F.FC(F)C(F)(F)COC(F)(F)C(F)F"
C 2.4403 0.0998 -2.8494 0.40 0.74 1.85
C 1.7923 -0.3909 -3.8584 -0.71 -0.58 -1.53
C 0.4118 -1.0045 -3.7925 -0.69 -0.22 -1.42
C -0.6926 0.0412 -4.2659 1.22 -0.76 -0.27
P -0.4669 0.1243 -6.1285 -0.32 1.98 -0.53
O -0.4612 1.4749 -6.7117 0.21 0.35 -0.17
O -0.3328 1.2007 -3.4972 -0.35 0.29 0.29
C -0.7961 0.9069 -2.2424 -2.03 -2.81 -4.51
O -0.4471 1.3545 -1.2640 1.89 2.67 4.68
O -1.7589 -0.0755 -2.3095 0.20 -0.34 0.14
C -2.1011 -0.1100 -3.7139 -1.34 1.14 0.18
C -3.0809 1.1260 -3.8393 -0.45 0.12 -1.32
O -2.7216 2.0389 -4.8464 0.10 0.07 0.29
C -2.4025 3.3385 -4.3421 0.86 0.24 -0.04
C -1.4645 4.1062 -5.2829 0.32 0.28 0.16
C 0.0121 4.0416 -4.8746 0.43 -0.27 0.12
O -2.9052 -1.1655 -4.1322 0.21 0.27 0.70
N -2.1531 -2.3296 -4.4841 0.60 -0.73 -0.33
O -2.0102 -3.0405 -3.5862 -0.13 -0.26 0.23
H 3.4974 0.3234 -2.8598 -0.07 0.43 -0.28
H 1.8976 0.3399 -1.9380 0.34 -0.51 0.30
H 2.2562 -0.3247 -4.8389 0.12 -0.61 0.02
H 0.1740 -1.4741 -2.8385 0.07 0.34 0.11
H 0.3987 -1.8124 -4.5398 0.08 -0.12 0.30
H 0.7865 -0.4838 -6.3836 -0.55 -0.60 0.30
H -1.5323 -0.6127 -6.7065 0.42 -0.61 0.60
H -3.2302 1.6257 -2.8798 0.37 -0.17 0.08
H -4.0575 0.7178 -4.1238 0.14 -0.17 0.14
H -1.8525 3.2236 -3.3984 -0.22 0.02 0.04
H -3.3017 3.9270 -4.1230 -0.16 -0.30 -0.21
H -1.5382 3.7653 -6.3164 -0.31 -0.09 0.11
H -1.7551 5.1620 -5.2558 -0.14 -0.11 -0.06
H 0.4899 3.1052 -5.1636 -0.24 -0.03 -0.08
H 0.6037 4.8291 -5.3501 -0.20 0.06 0.03
H 0.1603 4.1203 -3.7906 -0.17 0.20 -0.09
F 1.7238 4.2253 3.6417 -0.10 0.26 0.23
C 1.1719 5.4530 3.7662 0.18 0.10 0.53
F 0.5991 5.5107 4.9938 -0.09 0.05 -0.12
C 0.1143 5.7138 2.6936 -0.44 -0.41 -0.45
F -0.9250 4.8627 2.8341 0.10 0.01 0.15
F -0.3784 6.9646 2.9177 0.32 0.12 0.10
C 0.6012 5.6841 1.2347 -0.06 0.56 -0.54
O 0.4036 4.4762 0.5204 0.18 -0.39 0.69
C 1.3460 3.4743 0.6597 0.12 0.80 -0.43
F 2.4326 3.9308 1.3168 0.10 -0.36 -0.17
F 1.7546 3.1502 -0.5835 0.02 -0.25 0.10
C 0.7542 2.2292 1.3186 -0.45 -0.67 0.11
F 0.2484 2.5155 2.5442 0.04 0.07 -0.09
F 1.7109 1.2857 1.4964 0.21 0.18 -0.13
H 1.9649 6.2049 3.7241 -0.03 0.00 -0.09
H -0.0125 6.4110 0.7041 -0.16 -0.07 0.10
H 1.6236 6.0499 1.1370 0.05 -0.14 0.23
H -0.0432 1.8046 0.7126 0.11 0.21 -0.05
F -0.2453 -6.9950 1.3970 -0.25 0.14 0.12
C -1.3041 -6.1581 1.3954 -0.05 0.02 0.62
F -2.1871 -6.6238 2.3117 -0.06 0.06 -0.17
C -1.9757 -6.0975 0.0240 -0.07 -0.43 -0.57
F -2.4966 -7.2994 -0.3055 0.04 0.00 0.15
F -3.0291 -5.2388 0.1318 0.19 0.22 0.20
C -1.1083 -5.5873 -1.1387 -0.13 0.61 -0.48
O -0.5012 -6.5698 -1.9633 0.13 -0.44 0.63
C 0.7011 -7.1176 -1.5586 -0.20 0.94 -0.25
F 1.2044 -6.4400 -0.5104 0.29 -0.26 -0.16
F 1.5667 -6.9479 -2.5832 0.07 -0.27 0.01
C 0.5798 -8.6157 -1.2764 -0.02 -0.57 0.07
F -0.3389 -8.8538 -0.3197 0.07 0.01 -0.17
F 1.7652 -9.0966 -0.8356 0.05 0.18 -0.10
H -0.9736 -5.1647 1.7132 -0.01 0.01 -0.09
H -1.7888 -5.0637 -1.8084 -0.14 -0.16 0.03
H -0.3922 -4.8307 -0.8162 0.05 -0.17 0.24
H 0.2887 -9.1541 -2.1811 0.04 0.12 -0.06
F 0.2517 -0.5528 5.1518 0.22 0.04 -0.17
C 1.3143 0.0318 4.5528 -0.29 -0.18 -0.69
F 1.8004 -0.8661 3.6584 0.21 0.06 0.14
C 2.4005 0.4137 5.5544 0.20 -0.27 0.64
F 2.9150 -0.6881 6.1463 -0.06 -0.03 -0.13
F 3.4176 0.9796 4.8451 -0.23 0.16 -0.20
C 1.9963 1.4273 6.6369 0.32 0.73 0.12
O 1.6226 0.8994 7.8998 -0.37 -0.63 -0.35
C 0.3188 0.4790 8.0755 0.35 0.94 -0.18
F -0.4483 0.8537 7.0351 -0.25 -0.13 0.33
F -0.1541 1.1290 9.1621 -0.10 -0.25 0.12
C 0.2369 -1.0243 8.3426 -0.03 -0.54 0.14
F 0.7772 -1.7253 7.3257 -0.02 0.07 0.19
F -1.0584 -1.4006 8.4571 0.00 0.19 0.04
H 0.9674 0.9046 3.9973 0.08 0.08 0.12
H 2.8934 2.0083 6.8466 0.10 -0.16 0.00
H 1.2684 2.1510 6.2687 -0.11 -0.22 -0.13
H 0.7667 -1.2799 9.2628 -0.01 0.13 0.02

---

(2)
13
Properties=species:S:1:pos:R:3:forces:R:3 method="wB97M-V/def2-TZVPD" de_lowest_kcal_mol=30.2 orbital_gap_ev=11.46 smiles="[H]/N=C/OCCC#N"
H 1.8775 -2.0387 -1.0418 0.07 -0.01 -0.06
N 1.3729 -1.2216 -0.7182 0.08 -0.17 0.13
C 1.4667 -1.1240 0.5379 -0.01 -0.10 -0.31
O 0.8730 -0.1244 1.2175 0.03 -0.09 -0.15
C 0.1611 0.8115 0.3907 -0.07 0.18 -0.06
C -1.1896 0.2338 -0.0487 0.01 -0.09 0.03
C -1.9749 1.2231 -0.7904 -0.53 0.73 -0.51
N -2.5894 2.0154 -1.3681 0.65 -0.80 0.59
H 2.0173 -1.8267 1.1758 -0.25 0.42 0.13
H 0.7605 1.0599 -0.4899 -0.07 -0.03 0.18
H 0.0098 1.7061 0.9973 0.09 -0.19 0.02
H -1.0186 -0.6355 -0.6895 -0.07 0.13 0.10
H -1.7662 -0.0789 0.8275 0.08 0.02 -0.09

---

(3)
14
Properties=species:S:1:pos:R:3:forces:R:3 method="wB97M-V/def2-TZVPD" de_lowest_kcal_mol=107.3 orbital_gap_ev="6.79 / 6.79"
C -3.5142 0.8024 0.1303 -1.51 -0.48 0.20
C 2.0215 -1.6017 0.2250 -0.62 0.41 -0.14
C 1.0184 -0.6048 -0.0632 0.99 -0.07 0.15
C 1.1617 0.7681 -0.1098 -0.14 -1.05 0.07
C 0.1604 1.7306 -0.1753 1.24 1.04 -0.28
C -2.2396 1.1689 -0.0442 3.02 0.61 -0.37
N -4.6090 0.4628 0.2902 0.28 0.15 -0.06
N 1.4380 -2.7650 0.1860 1.59 -0.10 0.22
N 0.1556 -2.5589 -0.1710 -1.42 -0.60 -0.13
N -1.1056 1.4688 -0.1354 -2.94 -0.94 0.33
N -0.1305 -1.3343 -0.2889 -0.71 0.97 -0.16
H 3.0518 -1.4667 0.4837 0.29 0.00 0.05
H 2.1733 1.1513 -0.0792 0.01 0.06 0.10
H 0.4184 2.7782 -0.2482 -0.07 0.01 0.01

---

(4)
23
Properties=species:S:1:pos:R:3:forces:R:3 method="wB97M-V/def2-TZVPD" de_lowest_kcal_mol=19.9 orbital_gap_ev=11.73 smiles=CCCC(C)C.O
C -1.9883 1.8375 0.0653 0.29 -0.23 -1.35
C -1.1089 0.7790 -0.6886 -0.16 0.44 0.57
C -0.4698 -0.1741 0.3637 0.79 0.64 -0.81
C 1.0333 0.1447 0.5433 -0.62 -0.99 1.05
C 1.5354 -0.4377 1.8971 0.11 -0.01 -0.52
C 1.9277 -0.3948 -0.6003 -0.31 0.43 0.67
H -1.8155 1.7618 1.1342 -0.46 0.04 0.07
H -1.8385 2.8757 -0.2249 0.40 0.03 -0.11
H -3.0044 1.6294 -0.2733 -0.24 0.02 0.85
H -0.3491 1.2161 -1.3432 0.24 0.20 0.45
H -1.7319 0.2983 -1.4362 -0.23 -0.37 0.24
H -0.5592 -1.2253 0.0891 -0.02 -0.11 0.22
H -0.9381 -0.0092 1.3303 -0.28 -0.27 -0.02
H 1.1316 1.2212 0.6789 -0.06 0.22 -0.56
H 0.8295 -0.3513 2.7294 -0.16 -0.04 -0.31
H 2.4367 0.0752 2.2399 0.16 -0.16 -0.19
H 1.7713 -1.4869 1.7051 0.00 -0.05 0.50
H 2.3490 -1.3658 -0.3376 0.39 0.19 0.39
H 1.4356 -0.6480 -1.5420 -0.22 0.89 -0.08
H 2.6834 0.3889 -0.6694 0.43 -0.60 -0.78
O -1.2517 -1.9706 -2.2423 -0.95 0.53 0.33
H -1.5863 -1.6640 -1.3759 0.30 -0.33 -0.79
H -0.4922 -2.5002 -2.0425 0.61 -0.48 0.19

---

(5)
16
Properties=species:S:1:pos:R:3:forces:R:3 method="wB97M-V/def2-TZVPD" de_lowest_kcal_mol=120.2 orbital_gap_ev=7.57
C 2.4105 -1.7311 0.4046 1.52 -1.47 -2.88
C 1.0712 -1.7292 -0.2845 -4.73 0.77 1.43
C 0.0986 -0.7167 -0.6677 2.79 0.24 0.55
C -1.1649 -0.0654 0.1830 0.30 -4.04 -0.89
O -0.8586 0.2711 1.5340 0.25 -0.46 -0.87
H 3.1083 -2.4696 -0.1138 -0.42 1.10 0.25
H 2.5573 -2.0759 1.4209 -1.42 -0.21 0.48
H 2.8234 -0.7564 0.4163 0.66 1.00 -0.40
H 0.4332 -2.6150 -0.1417 0.41 -0.18 1.60
H 0.3879 -0.1843 -1.5811 0.29 1.35 0.97
H -1.3978 0.8467 -0.3266 -0.31 0.19 -0.36
H -1.9773 -0.8795 0.1746 0.57 1.53 -0.06
H -0.7987 -0.5698 2.0006 0.12 0.17 0.15
O -1.2792 3.1127 -1.2803 -0.79 1.63 2.58
H -1.9206 3.2175 -0.4437 2.45 -0.01 -2.81
H -0.6050 3.8696 -1.2469 -1.68 -1.61 0.26